Arrangement a

This record from the OMol25 dataset describes a molecular structure, CH2N4OS. The level of theory is the ωB97M-V functional and the def2-TZVPD basis.

```
! wB97M-V def2-TZVPD RIJCOSX def2/J DEFGRID3
* xyz 0 1
C 0.11 0.80 0.40
H 2.43 0.37 0.53
H -0.21 -2.39 -0.43
N -1.03 1.45 0.20
N -1.96 0.67 -0.33
N -1.34 -0.43 -0.64
N -0.15 -0.40 -0.22
O 0.59 -1.46 -0.59
S 1.57 1.39 1.07
*
```

- Gap between HOMO and LUMO: 9.24 eV
- Lowest unoccupied orbital energy: -0.3749 eV

Here are the Mulliken charges for atoms 1 to 4, given in e: 0.42, 0.17, 0.44, -0.28

***

Arrangement b

This record from the OMol25 dataset describes a single CH2N4OS molecule. The level of theory is the ωB97M-V functional and the def2-TZVPD basis.

```
! wB97M-V def2-TZVPD RIJCOSX def2/J DEFGRID3
* xyz 0 1
C -0.97 -0.18 -0.23
H -0.19 -0.99 1.81
H 1.85 1.11 -0.33
N 0.17 0.16 0.42
N 1.10 0.44 -0.53
N 0.46 0.58 -1.68
N -0.74 0.19 -1.56
O 0.55 -0.35 1.61
S -2.23 -0.96 0.50
*
```

- SMILES: On1[nH]nnc1=S
- Gap between HOMO and LUMO: 8.49 eV
- Lowest unoccupied orbital energy: -0.4575 eV

Here are the Mulliken charges for atoms 1 to 4, given in e: 0.36, 0.33, 0.28, 0.34

***

Energies, relative to the best one, in kcal/mol: arrangement a 22.5; arrangement b 0.0.